Below is 2 unconnected molecules or ions with the total composition C6H10O, with properties calculated with ωB97M-V/def2-TZVPD.

Structure (XYZ):
```
17
Properties=species:S:1:pos:R:3:forces:R:3:mulliken_charge:R:1
C 0.977 0.983 -0.462 0.1 -0.1 -0.1 -0.411
C 1.606 -0.160 -0.719 -0.1 0.2 0.0 -0.363
C 0.676 -1.230 -1.232 0.0 -0.1 0.0 -0.573
C -0.726 -0.572 -1.154 -0.1 0.0 0.0 -0.473
C -0.486 0.920 -0.812 0.0 0.0 0.0 -0.530
H 1.443 1.877 -0.058 0.0 -0.1 -0.1 0.406
H 2.671 -0.326 -0.586 -0.2 0.0 0.0 0.401
H 0.935 -1.527 -2.257 0.0 0.1 0.1 0.275
H 0.739 -2.138 -0.620 0.0 0.1 -0.1 0.288
H -1.287 -0.691 -2.086 0.1 0.0 0.2 0.305
H -1.322 -1.044 -0.364 0.1 0.1 -0.1 0.167
H -1.133 1.255 0.010 0.1 0.0 -0.2 0.154
H -0.710 1.591 -1.651 0.0 -0.1 0.1 0.345
C -0.825 0.773 2.229 0.3 -0.1 0.1 -0.204
O 0.310 0.391 2.354 -0.6 0.2 0.1 -0.369
H -1.094 1.848 2.244 0.1 -0.1 0.1 0.298
H -1.673 0.072 2.085 0.1 0.0 0.0 0.283
```
Positions in Å, forces in eV/Å.

The HOMO-LUMO gap is 9.9 eV. The energy above the lowest of the compared OMol25 structures with the same formula, charge and spin is 27.0 kcal/mol. The largest force on an atom is 0.59 eV Å⁻¹. The calculated total energy comes out at -309.79939 Ha. The SMILES is C1=CCCC1.C=O.